{"formula": "C37H60F7N2O17", "method": "ωB97M-V with the def2-TZVPD basis set", "symbols": ["O", "C", "O", "C", "F", "F", "C", "F", "F", "C", "F", "F", "C", "O", "C", "C", "N", "N", "C", "F", "C", "H", "H", "H", "H", "O", "C", "O", "C", "C", "C", "H", "H", "H", "H", "H", "H", "H", "H", "O", "C", "O", "C", "C", "C", "H", "H", "H", "H", "H", "H", "H", "H", "O", "C", "O", "C", "C", "C", "H", "H", "H", "H", "H", "H", "H", "H", "O", "C", "O", "C", "C", "C", "H", "H", "H", "H", "H", "H", "H", "H", "O", "C", "O", "C", "C", "C", "H", "H", "H", "H", "H", "H", "H", "H", "O", "C", "O", "C", "C", "C", "H", "H", "H", "H", "H", "H", "H", "H", "O", "C", "O", "C", "C", "C", "H", "H", "H", "H", "H", "H", "H", "H"], "positions_angstrom": [[3.6935, -0.6860, 2.5204], [4.5992, 0.1885, 2.4612], [5.7176, -0.0368, 3.3382], [4.5097, 1.4177, 1.4361], [3.3773, 1.2409, 0.6029], [5.6604, 1.2927, 0.5689], [4.6226, 2.8631, 2.1116], [4.8223, 3.8892, 1.1521], [5.8302, 2.8286, 2.9005], [3.4248, 3.2368, 3.1085], [3.6872, 4.5819, 3.5510], [3.4983, 2.4434, 4.3104], [1.9657, 3.2761, 2.4477], [1.6519, 4.3558, 1.8704], [0.8847, 2.1204, 2.4228], [0.8350, 0.9071, 3.3557], [-0.1393, -0.0860, 3.2579], [-1.1841, -0.2141, 2.4563], [-1.2294, 0.8846, 1.6096], [-2.3607, 0.8615, 0.7282], [-0.3111, 2.0822, 1.4448], [6.4834, 0.3112, 2.8025], [1.6464, 0.8159, 4.1626], [-0.0598, -0.8690, 3.9445], [-0.5265, 2.8864, 0.6554], [1.2864, -2.0450, 1.6710], [1.5573, -2.6786, 0.6683], [0.7061, -3.6081, 0.2088], [0.8326, -4.2618, -1.0655], [1.7419, -5.4694, -0.9685], [2.8826, -2.5051, -0.0157], [1.1496, -3.5579, -1.8382], [-0.1724, -4.5899, -1.3413], [2.7568, -5.1860, -0.6809], [1.7869, -5.9951, -1.9252], [1.3772, -6.1613, -0.2044], [3.6220, -3.1392, 0.4709], [3.1859, -1.4614, 0.0798], [2.8571, -2.7192, -1.0809], [-1.2177, 3.0555, -1.3867], [-1.7698, 3.9950, -1.9292], [-1.0772, 5.0998, -2.2312], [-1.5809, 6.1718, -3.0475], [-2.3671, 7.1622, -2.2145], [-3.2512, 3.9734, -2.1814], [-2.1540, 5.7859, -3.8936], [-0.7059, 6.6708, -3.4709], [-3.2434, 6.6989, -1.7624], [-2.6981, 8.0038, -2.8270], [-1.7528, 7.5450, -1.3947], [-3.7730, 4.3079, -1.2826], [-3.5477, 2.9475, -2.4084], [-3.5594, 4.5760, -3.0324], [-7.3496, -0.0395, -2.0985], [-6.9135, -0.0824, -0.9703], [-5.7301, -0.6747, -0.7236], [-5.0352, -0.6014, 0.5301], [-5.5140, -1.6804, 1.4800], [-7.7231, 0.4347, 0.1865], [-5.1061, 0.4005, 0.9607], [-3.9797, -0.7654, 0.3048], [-6.5721, -1.5622, 1.7223], [-4.9408, -1.6569, 2.4104], [-5.4021, -2.6675, 1.0237], [-8.4083, -0.3460, 0.5224], [-8.3001, 1.2964, -0.1539], [-7.1205, 0.7824, 1.0232], [-11.0607, -1.8973, 2.2344], [-11.2992, -2.2563, 1.1026], [-11.5610, -1.3477, 0.1458], [-11.6542, -1.6468, -1.2565], [-13.0533, -2.0970, -1.6240], [-11.4029, -3.7184, 0.7661], [-10.8884, -2.3658, -1.5567], [-11.4267, -0.7169, -1.7830], [-13.3274, -3.0192, -1.1076], [-13.1331, -2.2659, -2.7006], [-13.7866, -1.3407, -1.3321], [-12.4129, -4.0667, 0.9890], [-10.6897, -4.2659, 1.3845], [-11.1522, -3.9494, -0.2670], [5.2239, -3.8060, -0.7816], [6.2569, -4.0344, -0.1863], [7.0933, -3.0304, 0.1247], [8.2296, -3.1633, 0.9966], [9.4489, -3.6378, 0.2328], [6.6665, -5.4464, 0.1276], [7.9953, -3.8006, 1.8525], [8.4237, -2.1657, 1.3994], [9.2928, -4.6272, -0.1986], [10.3199, -3.6799, 0.8874], [9.6661, -2.9609, -0.5980], [7.1808, -5.8707, -0.7364], [5.7666, -6.0294, 0.3318], [7.2947, -5.5345, 1.0111], [11.7709, -4.8575, -0.2652], [12.6153, -4.1975, -0.8309], [12.5901, -4.0717, -2.1691], [13.4120, -3.1579, -2.9129], [14.7612, -3.7718, -3.2256], [13.7569, -3.5897, -0.0636], [13.4957, -2.1973, -2.3991], [12.8816, -2.9619, -3.8478], [15.3210, -3.9969, -2.3154], [15.3587, -3.0953, -3.8414], [14.6358, -4.7160, -3.7618], [14.5482, -4.3327, 0.0498], [13.3931, -3.2991, 0.9235], [14.1599, -2.6875, -0.5185], [-5.0703, 7.7350, -1.1242], [-5.9767, 7.1983, -0.5262], [-5.9842, 5.8608, -0.3683], [-6.8931, 5.1507, 0.4885], [-8.1900, 4.8424, -0.2313], [-7.1528, 7.9961, -0.0359], [-7.0499, 5.6884, 1.4264], [-6.3965, 4.2129, 0.7505], [-8.7137, 5.7546, -0.5240], [-8.8529, 4.2515, 0.4055], [-7.9934, 4.2818, -1.1491], [-7.8761, 8.1031, -0.8462], [-6.7987, 8.9844, 0.2620], [-7.6386, 7.5691, 0.8387]], "atomic_forces_ev_per_a": [[3.226, 4.606, -0.539], [-2.005, -4.857, 2.108], [-1.258, 1.910, -3.816], [1.328, -0.761, -2.094], [2.248, 0.831, 2.221], [-2.401, 0.349, 1.968], [2.000, 1.021, 0.030], [-0.974, -2.671, 2.226], [-2.834, -0.032, -1.714], [0.648, 1.955, 2.161], [-0.657, -3.319, -1.182], [-0.373, 1.188, -3.026], [-2.024, 3.344, -2.229], [1.392, -4.693, 2.418], [-3.471, -3.389, -0.441], [0.098, 1.381, -1.506], [2.257, 1.090, 1.457], [1.078, 4.466, -2.283], [-1.321, 0.009, -1.314], [3.431, 0.110, 2.649], [1.695, -1.373, 2.699], [-0.471, -0.221, 1.116], [-1.579, -0.296, -1.306], [0.063, 0.695, -0.900], [0.271, -1.388, 0.960], [-0.594, -0.350, -0.305], [0.455, 0.066, 0.070], [-0.503, 0.429, 0.384], [0.203, -0.342, -0.233], [0.221, -0.041, 0.187], [-0.385, 0.573, -0.307], [0.083, 0.009, 0.149], [0.013, 0.195, 0.269], [-0.013, 0.045, -0.167], [-0.023, 0.064, 0.073], [-0.094, 0.058, -0.133], [-0.163, 0.079, -0.118], [0.009, -0.179, 0.217], [0.134, -0.288, 0.123], [0.162, 0.555, 0.099], [-0.227, 0.186, 0.118], [0.469, -0.698, 0.063], [-0.203, 0.604, -0.058], [0.018, -0.274, 0.148], [-0.156, -0.376, -0.568], [-0.012, -0.098, 0.146], [0.087, -0.333, 0.144], [0.062, 0.139, -0.192], [-0.010, -0.100, 0.065], [0.049, 0.015, -0.160], [0.015, 0.083, -0.095], [0.073, 0.049, 0.247], [-0.034, 0.193, 0.198], [0.634, -0.167, 0.687], [-0.692, 0.019, -0.474], [0.420, 0.065, -0.392], [-0.109, -0.250, 0.157], [-0.218, -0.077, 0.041], [0.085, 0.600, 0.195], [-0.118, -0.038, -0.034], [-0.250, 0.000, -0.258], [0.086, 0.064, 0.073], [-0.031, -0.003, -0.066], [0.102, 0.126, 0.022], [0.026, 0.081, 0.031], [-0.096, -0.274, -0.099], [-0.027, -0.227, 0.121], [-0.077, 0.128, -0.905], [-0.130, -0.172, 0.704], [0.345, 0.494, 0.127], [-0.233, -0.130, -0.180], [-0.158, -0.109, 0.106], [0.522, -0.330, -0.222], [-0.065, -0.022, 0.109], [0.064, -0.010, 0.297], [0.067, -0.007, -0.102], [0.025, 0.025, 0.085], [0.130, -0.001, -0.083], [0.070, 0.030, -0.038], [-0.240, 0.113, 0.126], [-0.233, 0.019, -0.057], [0.965, 0.117, 0.306], [-0.115, -0.297, -0.454], [-0.608, 0.448, 0.070], [0.426, -0.147, -0.122], [-0.384, 0.080, 0.085], [-0.206, -0.244, 0.583], [-0.058, -0.047, -0.126], [-0.277, -0.008, -0.150], [0.114, 0.053, 0.155], [-0.227, -0.019, -0.041], [-0.025, 0.010, 0.123], [-0.006, 0.048, 0.078], [0.052, 0.072, -0.268], [0.195, 0.014, -0.161], [0.823, 0.209, -0.854], [0.010, -0.514, 0.436], [-0.591, -0.002, -0.085], [0.307, -0.014, -0.101], [0.128, -0.143, 0.099], [-0.070, 0.622, 0.225], [0.020, -0.112, 0.081], [-0.153, -0.161, 0.215], [0.003, 0.116, -0.046], [-0.065, -0.046, 0.046], [-0.052, 0.148, -0.018], [-0.053, 0.063, -0.023], [0.042, -0.278, -0.052], [0.162, -0.138, -0.108], [-0.656, -0.744, 0.502], [0.051, 0.725, -0.432], [0.632, -0.249, 0.036], [-0.343, -0.048, -0.050], [-0.100, 0.072, -0.156], [0.017, 0.215, 0.611], [-0.003, 0.076, -0.120], [0.173, 0.184, -0.144], [-0.007, -0.048, 0.123], [0.059, 0.049, -0.034], [0.035, -0.020, 0.138], [0.044, -0.026, 0.064], [-0.007, -0.074, -0.284], [-0.153, -0.107, -0.146]], "lowdin_charge": [0.10, -0.27, 0.09, -0.20, 0.10, 0.07, -0.20, 0.12, 0.08, -0.20, 0.08, 0.07, -0.15, 0.15, 0.03, 0.08, 0.02, 0.20, -0.11, 0.03, 0.20, 0.13, 0.16, 0.20, 0.13, 0.04, -0.50, 0.00, -0.22, -0.06, 0.01, 0.12, 0.12, 0.06, 0.09, 0.09, 0.08, 0.08, 0.08, 0.05, -0.51, 0.01, -0.22, -0.07, 0.03, 0.12, 0.12, 0.04, 0.09, 0.09, 0.09, 0.10, 0.08, 0.10, -0.52, 0.00, -0.25, -0.06, 0.02, 0.11, 0.10, 0.07, 0.08, 0.09, 0.09, 0.09, 0.07, 0.09, -0.53, -0.01, -0.23, -0.07, 0.01, 0.11, 0.12, 0.07, 0.08, 0.09, 0.10, 0.09, 0.07, 0.06, -0.51, 0.00, -0.22, -0.08, 0.02, 0.12, 0.12, 0.07, 0.08, 0.09, 0.10, 0.09, 0.07, 0.06, -0.51, 0.00, -0.23, -0.06, 0.02, 0.11, 0.12, 0.07, 0.08, 0.09, 0.10, 0.09, 0.07, 0.09, -0.50, -0.01, -0.23, -0.06, 0.02, 0.12, 0.12, 0.07, 0.08, 0.09, 0.10, 0.10, 0.07], "e_lumo_ha": -0.203, "homo_lumo_gap_ev": 5.91, "charge": 1, "energy_ev": -96140.251, "homo_ha": -0.420}